1.
Below is C11H22CdN6O5 as an isolated structure in a non-equilibrium geometry, with properties calculated with the ωB97M-V functional and the def2-TZVPD basis.

Element x y z (Å)
O: 3.877 2.167 -1.696
H: 4.069 2.564 -2.552
Cd: -0.381 -0.199 0.100
N: -2.129 -0.681 -0.674
N: 0.243 -0.654 -1.705
O: -3.406 -0.661 -0.082
O: 1.561 -0.704 -2.204
C: -2.074 -1.084 -1.891
C: -0.665 -1.128 -2.476
C: -3.259 -1.541 -2.748
C: -0.456 -1.693 -3.886
H: -4.200 -1.108 -2.410
H: -3.364 -2.625 -2.709
H: -3.147 -1.244 -3.790
H: 0.561 -2.055 -4.036
H: -0.645 -0.927 -4.638
H: -1.109 -2.542 -4.086
H: -3.228 -0.356 0.820
H: 2.044 -0.132 -1.577
O: -0.165 -2.528 0.566
H: -0.990 -1.973 0.413
H: 0.583 -2.033 0.108
C: 2.596 2.516 -1.329
H: 2.395 2.429 -0.271
H: 1.839 2.155 -2.011
H: 2.538 3.595 -1.474
O: -1.325 1.947 -0.004
H: -1.645 1.170 -0.560
H: -1.172 1.562 0.910
N: 2.365 0.849 3.030
C: 3.355 0.794 2.127
C: 2.813 0.445 0.906
N: 1.469 0.338 1.031
C: 1.248 0.543 2.348
C: -0.077 0.322 2.949
N: -1.115 -0.099 2.200
C: -2.120 -0.280 3.091
C: -1.665 0.056 4.350
N: -0.379 0.431 4.254
H: 2.461 1.038 4.053
H: 4.402 0.954 2.347
H: 3.390 0.271 0.014
H: -3.116 -0.636 2.881
H: -2.228 0.015 5.273
H: 0.249 0.721 5.035

Cartesian forces (eV/Å) of the 2 atoms listed first:
O 1.6 -1.2 -0.1
H 0.0 -0.1 0.2

Relative energy (zero: lowest compared OMol25 entry of this formula, charge and spin): 4.0237 eV
Spin multiplicity: 1
Frontier orbital gap (spin up / spin down): 0.2277 / 0.1775 Ha
LUMO energy (spin up / spin down): 0.4 / 0.5 eV

Mulliken atomic charge list, values in e, 4 entries:
1 O -0.53
2 H 0.31
3 Cd 0.43
4 N -0.03

=====

2.
Below is C6H12N2Si as an isolated structure in a non-equilibrium geometry, with properties calculated with the ωB97M-V functional and the def2-TZVPD basis.

Element x y z (Å)
C: -2.901 -0.280 -0.804
C: -1.716 -0.657 -0.269
C: -2.421 1.182 0.699
C: 1.271 1.237 -0.936
C: 1.977 -1.698 -0.439
C: 0.305 0.244 1.559
N: -3.315 0.896 -0.209
N: -1.487 0.243 0.751
Si: 1.759 0.003 0.437
H: -3.463 -0.658 -1.591
H: -1.045 -1.422 -0.400
H: -2.516 1.944 1.392
H: 1.928 2.170 -0.854
H: 1.426 0.842 -2.016
H: 0.249 1.385 -0.783
H: 1.386 -1.996 -1.233
H: 2.938 -1.455 -0.956
H: 2.251 -2.622 0.080
H: -0.020 -0.573 2.157
H: 0.302 1.088 2.256
H: 3.092 0.127 1.159

Cartesian forces (eV/Å) of the 2 atoms listed first:
C 0.5 1.5 0.7
C -0.9 1.4 1.2

Relative energy (zero: lowest compared OMol25 entry of this formula, charge and spin): 3.9930 eV
Spin multiplicity: 1
Frontier orbital gap: 0.3191 Ha
LUMO energy: 0.0 eV

Mulliken atomic charge list, values in e, 4 entries:
1 C -0.57
2 C -0.32
3 C -0.10
4 C -0.78

=====

3.
Below is an isolated ion of composition C5H15NP and charge +1 in a non-equilibrium geometry, with properties calculated with the ωB97M-V functional and the def2-TZVPD basis.

Element x y z (Å)
C: 1.561 -1.326 -0.823
C: 0.475 -1.292 0.297
P: -0.267 0.326 0.548
C: -1.925 -0.080 2.046
C: 0.914 1.582 1.173
N: -0.662 0.976 -0.912
C: -0.812 0.306 -2.179
H: 2.119 -0.379 -0.866
H: 2.373 -2.046 -0.709
H: 1.104 -1.611 -1.694
H: 1.205 -1.443 1.152
H: -0.300 -2.111 -0.005
H: -1.820 -1.132 2.365
H: -2.821 -0.090 1.460
H: -1.677 0.706 2.756
H: 0.920 2.466 0.446
H: 1.859 1.005 1.123
H: 0.770 1.806 2.283
H: -0.834 1.967 -0.899
H: -0.901 -0.688 -2.033
H: -1.457 0.650 -2.926
H: 0.177 0.408 -2.602

Cartesian forces (eV/Å) of the 2 atoms listed first:
C 1.1 1.0 1.5
C 1.6 -1.3 -0.7

Relative energy (zero: lowest compared OMol25 entry of this formula, charge and spin): 1.0072 eV
Charge: +1
Spin multiplicity: 1
Frontier orbital gap: 0.3907 Ha
LUMO energy: -2.9 eV

Mulliken atomic charge list, values in e, 4 entries:
1 C -1.26
2 C -0.50
3 P 0.81
4 C -1.03

=====

4.
Below is C15H40BaF3N3O14S as an isolated structure in a non-equilibrium geometry, with properties calculated with the ωB97M-V functional and the def2-TZVPD basis.

Element x y z (Å)
Ba: -10.919 2.955 -9.708
N: -14.569 2.344 -10.738
O: -13.495 2.914 -10.404
O: -15.324 2.878 -11.569
O: -14.872 1.245 -10.224
C: -14.533 3.634 -6.456
F: -15.066 3.669 -7.665
F: -15.380 4.192 -5.619
F: -14.267 2.383 -6.135
S: -12.907 4.582 -6.502
O: -12.365 4.568 -5.149
O: -12.111 3.764 -7.402
O: -13.212 5.862 -7.081
C: -7.811 6.152 -10.222
C: -8.103 5.427 -8.909
C: -7.709 6.375 -7.758
O: -7.914 5.686 -6.536
C: -7.721 6.546 -5.432
N: -9.554 5.176 -8.827
H: -8.309 7.125 -10.198
H: -8.254 5.564 -11.028
H: -6.756 6.352 -10.400
H: -7.468 4.550 -8.777
H: -8.404 7.224 -7.800
H: -6.700 6.788 -7.864
H: -6.670 6.839 -5.386
H: -7.928 5.970 -4.525
H: -8.427 7.372 -5.313
H: -10.002 5.919 -9.365
H: -9.867 5.423 -7.886
C: -12.684 0.007 -7.664
C: -11.905 -0.606 -8.812
C: -12.441 -1.922 -9.371
O: -11.561 -2.451 -10.336
C: -12.026 -3.687 -10.866
N: -11.852 0.421 -9.931
H: -12.260 0.980 -7.414
H: -12.653 -0.557 -6.730
H: -13.709 0.143 -8.012
H: -10.846 -0.760 -8.575
H: -13.417 -1.735 -9.848
H: -12.668 -2.672 -8.599
H: -12.918 -3.569 -11.483
H: -12.296 -4.335 -10.029
H: -11.184 -4.091 -11.417
H: -11.665 -0.314 -10.617
H: -12.791 0.783 -10.116
C: -10.190 2.440 -13.318
C: -11.037 3.707 -13.146
O: -10.432 4.626 -12.232
O: -10.080 1.705 -12.087
H: -9.202 2.773 -13.661
H: -10.603 1.805 -14.105
H: -11.985 3.505 -12.634
H: -11.187 4.146 -14.132
H: -10.154 5.378 -12.762
H: -9.780 0.853 -12.423
C: -7.832 1.387 -8.436
C: -8.423 2.179 -7.247
O: -9.850 2.144 -7.211
O: -8.187 1.982 -9.689
H: -8.289 0.394 -8.352
H: -6.763 1.181 -8.375
H: -8.124 3.228 -7.191
H: -8.034 1.737 -6.324
H: -10.112 2.220 -6.288
H: -7.372 2.173 -10.159
C: -14.621 6.198 -10.474
C: -13.126 6.241 -10.836
O: -12.185 5.680 -9.903
O: -15.013 7.154 -9.513
H: -14.955 5.197 -10.171
H: -15.170 6.358 -11.406
H: -12.953 7.314 -10.992
H: -13.021 5.783 -11.821
H: -12.496 5.899 -9.006
H: -14.547 6.941 -8.697

Cartesian forces (eV/Å) of the 2 atoms listed first:
Ba -0.8 0.6 0.2
N -1.7 -0.4 -0.6

Relative energy (zero: lowest compared OMol25 entry of this formula, charge and spin): 1.3993 eV
Spin multiplicity: 1
Frontier orbital gap: 0.2905 Ha
LUMO energy: -0.6 eV

Mulliken atomic charge list, values in e, 4 entries:
1 Ba 1.07
2 N 0.58
3 O -0.21
4 O -0.65